A 14-piece molecular cluster, C29H53N11O26S3 overall in a non-equilibrium geometry, computed with ωB97M-V with the def2-TZVPD basis set.

```
122
Properties=species:S:1:pos:R:3:mulliken_charge:R:1
C 5.5480 -16.3059 22.6488 -0.46
N 4.6354 -17.4889 22.4993 1.12
O 4.7011 -18.1550 21.4881 -0.59
O 3.8944 -17.7336 23.4338 -0.62
H 6.5268 -16.6993 22.9208 0.44
H 5.1794 -15.7106 23.4731 0.21
H 5.6102 -15.8128 21.6843 -0.10
C 3.2278 -15.4564 19.0813 0.25
N 2.3865 -14.3188 18.6509 0.93
O 2.7097 -13.1741 18.8746 -0.45
O 1.4268 -14.6178 17.9590 -0.64
H 3.2294 -15.4736 20.1715 0.00
H 4.2222 -15.3241 18.6674 -0.46
H 2.7201 -16.3546 18.7495 0.26
C 4.8190 -17.8449 16.7426 -0.94
N 5.9962 -17.1325 17.3616 0.72
O 6.0761 -17.1284 18.5831 -0.31
O 6.7438 -16.4966 16.6616 -0.35
H 5.1113 -18.7197 16.1681 0.30
H 4.4142 -17.0762 16.0907 0.33
H 4.2555 -18.1551 17.6163 0.33
C 8.1531 -18.4276 20.4338 0.44
N 8.4535 -19.7805 20.9934 1.04
O 7.8852 -20.1609 22.0078 -0.60
O 9.2986 -20.4822 20.4533 -0.57
H 9.1165 -17.9269 20.5178 -0.22
H 7.4653 -17.8367 21.0278 -0.33
H 7.7954 -18.6554 19.4375 0.20
C 7.4197 -11.9212 24.7344 -0.94
N 6.6639 -13.0894 24.2732 1.14
O 5.4875 -12.9123 24.0387 -0.54
O 7.1942 -14.1784 24.3490 -0.60
H 8.0240 -11.6502 23.8640 0.25
H 7.9948 -12.0698 25.6398 0.39
H 6.8062 -11.0281 24.8186 0.28
C 6.8165 -8.4550 22.3545 -0.75
N 8.3136 -8.5486 22.5120 1.05
O 8.7754 -9.4020 23.2450 -0.56
O 8.9741 -7.7419 21.9100 -0.59
H 6.6389 -7.9181 21.4302 0.30
H 6.5212 -7.8587 23.2155 0.37
H 6.3461 -9.4320 22.3217 0.17
C 5.3301 -13.5747 13.5641 -0.95
N 6.1777 -13.9544 14.7305 0.89
O 7.1535 -14.6345 14.4668 -0.67
O 5.6985 -13.8111 15.8297 -0.36
H 4.7288 -12.7284 13.8830 0.31
H 4.6780 -14.4101 13.3163 0.32
H 5.9439 -13.3940 12.6878 0.31
C 7.3279 -13.8154 18.4068 1.99
C 8.2477 -14.4892 19.4037 1.06
O 7.9705 -13.7896 20.6124 0.08
S 6.6940 -12.8003 20.5979 -0.66
O 7.0187 -11.5817 21.2936 -0.08
O 5.5710 -13.6225 20.9754 0.43
O 6.7792 -12.6266 18.9917 0.15
H 6.4025 -14.3630 18.2067 -1.52
H 7.6873 -13.5600 17.4150 -0.36
H 9.2981 -14.2944 19.1904 -0.36
H 8.0604 -15.5351 19.6395 -0.65
C 8.4935 -9.0116 13.4537 -0.31
C 9.5274 -8.4446 14.4434 -0.33
O 9.3118 -9.1872 15.6563 -0.40
S 7.8460 -9.8727 15.7309 0.99
O 6.8501 -8.8979 16.0823 -0.61
O 7.8668 -11.1248 16.4269 -0.16
O 7.8599 -10.0968 14.0963 -0.38
H 8.8626 -9.4772 12.5372 0.28
H 7.7229 -8.3272 13.0894 0.28
H 9.6483 -7.3711 14.5925 0.30
H 10.5791 -8.6962 14.2756 0.25
C 12.5583 -15.2147 22.0960 -0.46
C 11.2738 -14.7291 21.4522 0.31
O 10.7370 -15.8250 20.6607 0.13
S 12.0087 -16.7753 20.2468 1.11
O 12.8007 -16.1151 19.2452 -0.60
O 11.6356 -18.1532 20.0762 -0.56
O 12.7797 -16.5367 21.6498 -0.45
H 12.5953 -15.1323 23.1793 0.36
H 13.3672 -14.5912 21.7025 0.30
H 11.3318 -13.7224 21.0403 -0.28
H 10.4409 -14.6993 22.1608 0.19
N 3.0537 -9.8710 19.1218 0.17
C 3.0965 -8.5769 19.6010 -0.57
C 4.4171 -8.1909 19.6633 -1.31
C 5.1529 -9.3091 19.2093 0.03
C 4.3122 -10.3758 18.9748 -0.89
H 2.2198 -10.3980 18.9275 0.22
H 2.1854 -8.0276 19.7686 0.44
H 4.7095 -7.2254 20.0403 0.45
H 6.2275 -9.3757 19.1044 0.85
H 4.5118 -11.3864 18.6674 0.68
N 12.3204 -11.2512 19.8698 0.18
C 11.2148 -10.5082 20.1135 -1.22
C 10.1388 -11.0749 19.4693 -0.12
C 10.6907 -12.0191 18.5591 0.59
C 12.0113 -12.1886 18.9065 -1.42
H 13.1991 -11.1584 20.3429 0.22
H 11.2991 -9.6527 20.7672 0.50
H 9.1393 -10.6708 19.5075 0.59
H 10.1393 -12.4789 17.7584 0.26
H 12.7365 -12.8475 18.4577 0.45
N 2.6370 -14.4212 23.8582 0.21
C 1.3481 -14.8813 23.9346 -0.47
C 0.7465 -14.7133 22.6959 -0.60
C 1.5680 -13.7496 22.0367 -0.69
C 2.7952 -13.8013 22.6392 -0.59
H 3.3810 -14.4883 24.5268 0.25
H 1.1052 -15.5071 24.7806 0.40
H -0.1341 -15.2332 22.3574 0.40
H 1.3543 -13.2168 21.1222 0.53
H 3.7252 -13.3108 22.4067 0.55
N 9.5065 -15.9356 15.5682 0.18
C 10.3165 -17.0399 15.5746 -0.80
C 11.3691 -16.8727 16.4495 -0.83
C 11.3115 -15.4993 16.7861 -0.26
C 10.0981 -14.9798 16.3773 -0.48
H 8.6115 -15.8058 15.1260 0.38
H 10.0747 -17.8794 14.9410 0.45
H 12.1396 -17.5991 16.6404 0.47
H 12.0559 -14.9580 17.3439 0.47
H 9.6115 -14.0251 16.4651 0.51
```

Output
Gap between HOMO and LUMO: 7.11 eV
Net charge: 0
E: -4889.098027 Ha